{
  "formula": "C39H60F36N9O24S12",
  "method": "wB97M-V/def2-TZVPD",
  "elements": ["C", "C", "C", "N", "C", "C", "C", "C", "C", "C", "H", "H", "H", "H", "H", "H", "H", "H", "H", "H", "H", "H", "H", "H", "H", "H", "H", "H", "H", "H", "C", "C", "C", "N", "C", "C", "C", "C", "C", "C", "H", "H", "H", "H", "H", "H", "H", "H", "H", "H", "H", "H", "H", "H", "H", "H", "H", "H", "H", "H", "C", "C", "C", "N", "C", "C", "C", "C", "C", "C", "H", "H", "H", "H", "H", "H", "H", "H", "H", "H", "H", "H", "H", "H", "H", "H", "H", "H", "H", "H", "C", "F", "F", "F", "S", "O", "O", "N", "S", "O", "O", "C", "F", "F", "F", "C", "F", "F", "F", "S", "O", "O", "N", "S", "O", "O", "C", "F", "F", "F", "C", "F", "F", "F", "S", "O", "O", "N", "S", "O", "O", "C", "F", "F", "F", "C", "F", "F", "F", "S", "O", "O", "N", "S", "O", "O", "C", "F", "F", "F", "C", "F", "F", "F", "S", "O", "O", "N", "S", "O", "O", "C", "F", "F", "F", "C", "F", "F", "F", "S", "O", "O", "N", "S", "O", "O", "C", "F", "F", "F"],
  "positions_angstrom": [[-2.8141, -6.8321, -0.7340], [-3.6437, -5.7218, -0.0804], [-3.8093, -6.0071, 1.3986], [-4.7971, -5.1401, 2.1558], [-4.6029, -5.3296, 3.6613], [-5.7110, -4.7126, 4.5266], [-7.1128, -5.1032, 4.0812], [-7.2867, -4.9776, 2.5525], [-6.1591, -5.6815, 1.8278], [-4.7510, -3.6491, 1.8268], [-2.9201, -6.7272, -1.8109], [-3.0717, -7.8307, -0.3710], [-1.7424, -6.7819, -0.5288], [-4.5324, -5.6082, -0.7082], [-3.2245, -4.7216, -0.2117], [-2.8867, -5.7715, 1.9349], [-4.0857, -7.0356, 1.6272], [-4.6479, -6.4103, 3.8060], [-3.6495, -4.8553, 3.8927], [-5.5824, -5.1043, 5.5386], [-5.4963, -3.6495, 4.6336], [-7.4986, -6.0640, 4.4307], [-7.8551, -4.4032, 4.4768], [-8.2672, -5.4443, 2.4202], [-7.4513, -3.9529, 2.2214], [-6.3077, -6.7565, 1.9580], [-6.2942, -5.5634, 0.7498], [-3.6918, -3.4269, 1.9275], [-5.4353, -3.1527, 2.5028], [-5.1499, -3.5349, 0.8217], [2.4485, 3.6936, -0.5481], [1.6733, 2.3656, -0.5086], [1.6214, 1.6659, 0.8441], [0.7895, 0.3825, 0.7195], [0.7910, -0.2713, 2.1114], [-0.1017, -1.5429, 2.1175], [-1.5179, -1.1127, 1.7385], [-1.5920, -0.3739, 0.4071], [-0.6290, 0.7857, 0.3859], [1.4295, -0.5603, -0.2388], [1.9533, 4.5354, -0.0594], [2.6323, 4.0779, -1.5520], [3.3933, 3.5318, -0.0269], [2.1290, 1.6672, -1.2158], [0.6712, 2.6633, -0.8300], [1.0802, 2.3568, 1.4909], [2.5764, 1.4218, 1.3083], [0.5032, 0.4662, 2.8600], [1.8185, -0.5382, 2.3636], [-0.1009, -1.8544, 3.1624], [0.3939, -2.3157, 1.5361], [-1.8232, -0.4558, 2.5579], [-2.2664, -1.9046, 1.7592], [-2.6083, -0.0147, 0.2472], [-1.3036, -1.0502, -0.4014], [-0.9540, 1.6294, 0.9986], [-0.6356, 1.2172, -0.6187], [1.0101, -1.5591, -0.2976], [2.4709, -0.6303, 0.0803], [1.4754, -0.1835, -1.2606], [-1.0492, 4.5182, -6.6174], [-0.0489, 3.5195, -6.0123], [1.3701, 3.9730, -6.3523], [2.4428, 3.2430, -5.5701], [3.7880, 3.5450, -6.1614], [4.1755, 5.0096, -6.0036], [4.1092, 5.5090, -4.5746], [2.7866, 5.0960, -3.8745], [2.4469, 3.6194, -4.0762], [2.1715, 1.7531, -5.6497], [-2.0544, 4.2647, -6.2724], [-1.1579, 4.4034, -7.6980], [-0.8818, 5.5569, -6.3385], [-0.1786, 2.5104, -6.3964], [-0.1931, 3.5499, -4.9318], [1.4585, 5.0478, -6.2061], [1.5229, 3.8281, -7.4242], [3.6861, 3.1772, -7.1818], [4.4843, 2.9278, -5.5908], [3.5690, 5.6334, -6.6645], [5.2004, 5.0843, -6.3737], [4.1892, 6.5949, -4.5602], [4.9373, 5.1222, -3.9791], [1.9167, 5.6599, -4.2190], [2.8268, 5.2751, -2.8001], [1.4870, 3.3095, -3.6643], [3.1375, 2.9082, -3.6150], [1.9788, 1.4768, -6.6834], [1.3794, 1.5284, -4.9460], [3.1181, 1.3172, -5.3353], [5.9459, 0.6869, -3.4921], [5.5353, 0.6738, -4.7735], [7.1024, 0.0265, -3.4213], [6.1720, 1.9502, -3.1421], [4.6808, -0.1285, -2.4127], [4.9286, 0.4242, -1.1097], [3.4249, 0.2721, -3.0128], [4.9203, -1.7615, -2.6776], [5.3416, -2.3803, -1.2833], [6.6859, -2.0653, -0.9006], [4.3100, -2.3068, -0.2581], [5.3937, -4.2660, -1.6680], [6.6409, -4.6131, -2.0337], [5.1636, -4.8706, -0.5042], [4.5856, -4.6202, -2.6548], [6.6300, 4.6969, -2.1009], [6.7908, 3.9060, -1.0732], [7.7952, 4.9309, -2.7281], [5.8020, 4.1612, -3.0169], [5.8455, 6.3319, -1.5864], [5.6446, 7.1771, -2.7555], [4.6271, 5.9375, -0.9592], [7.0980, 6.9122, -0.6258], [6.5745, 7.0262, 0.8015], [5.4600, 7.9653, 0.9390], [6.4082, 5.7719, 1.5244], [7.9124, 7.9264, 1.7381], [8.4212, 8.9277, 1.0071], [7.3632, 8.4387, 2.8369], [8.9300, 7.1442, 2.1220], [-9.5337, -1.2666, -1.1496], [-10.6238, -0.5782, -0.8631], [-9.8303, -2.5069, -1.5214], [-8.8669, -0.6943, -2.1566], [-8.3451, -1.3141, 0.3276], [-9.2053, -1.1599, 1.4738], [-7.6715, -2.5897, 0.1875], [-7.3466, 0.0365, -0.0105], [-6.1449, -0.3363, 0.9197], [-6.3361, -0.9527, 2.2281], [-5.1212, -0.9869, 0.1148], [-5.4301, 1.3721, 1.2599], [-6.3352, 2.2147, 1.7539], [-4.4525, 1.2687, 2.1573], [-4.9075, 1.8571, 0.1297], [1.5305, 3.0434, 5.0178], [0.8276, 2.7841, 3.9028], [1.7973, 4.3319, 5.1275], [0.7516, 2.6547, 6.0269], [3.1175, 2.0345, 5.0382], [3.8769, 2.3504, 3.8562], [3.6854, 2.4032, 6.3129], [2.4514, 0.4818, 5.0746], [3.7495, -0.3909, 4.7485], [4.0005, -0.5171, 3.3194], [4.9433, -0.2154, 5.5600], [3.0376, -2.1011, 5.2264], [2.9674, -2.2285, 6.5440], [1.8464, -2.3190, 4.6884], [3.8650, -3.0237, 4.7237], [0.9654, -4.7349, -1.9161], [1.3993, -4.8869, -3.1676], [0.6018, -5.9165, -1.4251], [1.8992, -4.2097, -1.1658], [-0.6205, -3.6759, -1.9418], [-1.6687, -4.5229, -2.4640], [-0.7827, -3.2643, -0.5640], [-0.0893, -2.3478, -2.9195], [-1.4406, -1.9970, -3.6088], [-1.6340, -2.6640, -4.8903], [-2.6224, -1.9178, -2.7469], [-1.1538, -0.1927, -4.0694], [-0.5961, 0.5457, -3.0805], [-0.2500, -0.1450, -5.0784], [-2.2664, 0.4067, -4.4710], [-1.1301, -3.2558, 6.8585], [-1.4087, -4.5606, 6.9766], [-1.1299, -2.7239, 8.0527], [0.0676, -3.1528, 6.2691], [-2.3708, -2.4590, 5.6795], [-2.0508, -2.9334, 4.3472], [-3.6781, -2.8138, 6.2114], [-2.0082, -0.8315, 5.9006], [-3.3490, -0.1192, 5.4375], [-3.8831, -0.5838, 4.1727], [-4.2879, 0.0105, 6.5267], [-2.7115, 1.6688, 5.1619], [-1.9157, 1.9988, 6.1681], [-2.0320, 1.7573, 4.0200], [-3.7535, 2.4895, 5.0448]],
  "forces_ev_per_angstrom": [[0.663, 0.268, 0.120], [0.032, 0.268, -0.417], [0.160, 1.131, 0.799], [-1.790, -0.865, 0.522], [-0.425, 0.061, -0.266], [0.351, -0.437, 0.296], [-0.587, 1.536, -0.683], [-0.520, -0.200, 1.067], [-1.461, 0.447, -1.316], [0.088, -1.479, -0.287], [0.032, -0.350, -0.019], [-0.544, 0.015, -0.257], [-0.026, 0.435, 0.076], [-0.568, -0.409, 0.688], [0.618, -0.240, 0.043], [0.333, -0.305, -0.350], [-0.038, -0.029, -0.103], [0.563, -0.056, -0.013], [0.144, -0.338, 0.165], [0.398, 0.033, -0.015], [-0.533, 0.130, -0.182], [0.688, -0.329, -0.049], [0.252, 0.113, 0.330], [0.265, -0.315, -0.867], [0.400, 0.098, 0.083], [0.953, -0.078, 0.585], [0.148, 0.269, 0.010], [-0.205, 0.714, 0.027], [0.460, 0.355, 0.133], [0.329, 0.226, -0.098], [0.481, -0.339, 0.814], [0.440, 0.651, -0.648], [-0.817, 0.440, -0.621], [-0.224, 0.754, 1.369], [0.028, -1.025, -0.299], [0.357, 1.346, 0.550], [-0.158, -0.123, 0.195], [0.495, -0.399, 0.455], [-0.327, 0.265, -1.122], [1.000, 0.121, -0.568], [-0.192, -0.259, 0.334], [0.114, -0.642, 0.204], [0.223, 0.388, -0.251], [-0.157, 0.315, -0.216], [-0.072, -0.639, -0.053], [-0.018, -0.455, 0.458], [0.125, -0.083, -0.255], [-0.390, 0.123, -0.260], [0.120, 0.125, -0.333], [-0.029, -0.206, -0.073], [-0.374, -0.133, -0.191], [-0.190, 0.162, -0.136], [0.305, -0.209, -0.072], [0.043, 0.008, -0.215], [-0.380, 0.044, 0.013], [0.351, -0.318, 0.643], [0.275, -0.322, 0.010], [-0.405, 0.232, 0.463], [-0.013, -0.233, 0.102], [-0.434, 0.228, 0.177], [-0.831, -0.927, -0.132], [0.325, 1.034, -0.066], [-0.349, 0.089, 0.218], [-0.954, 0.104, 0.114], [-0.275, -0.075, 0.624], [0.007, -0.171, -0.677], [-0.909, -0.027, 0.403], [-0.052, -0.402, -0.317], [0.228, -0.207, -0.390], [1.187, 0.820, 0.238], [0.056, 0.034, 0.245], [0.465, 0.274, -0.099], [0.282, -0.022, -0.064], [-0.416, -0.008, 0.186], [0.010, -0.330, 0.012], [0.189, -0.100, 0.316], [0.385, -0.324, 0.063], [0.486, 0.183, -0.143], [0.073, -0.099, -0.198], [-0.042, 0.001, -0.059], [0.016, 0.082, -0.028], [0.037, -0.081, 0.006], [-0.932, 0.664, -1.054], [0.112, 0.283, -0.133], [0.269, 0.167, -0.182], [-0.158, 0.323, -0.110], [0.348, 0.217, -0.074], [-0.276, 0.006, 0.044], [-0.029, -0.316, -0.221], [-0.307, -0.463, 0.203], [0.636, -0.803, 0.150], [0.008, 0.140, -0.225], [-0.042, 0.139, -0.120], [-0.259, -0.772, -0.130], [-1.136, -0.975, -0.225], [0.359, -0.498, -0.353], [0.261, 0.025, -0.480], [-0.435, 2.946, 0.238], [-0.458, -1.536, 2.011], [0.293, -0.124, -0.003], [0.675, -0.086, -1.059], [1.145, 1.834, 0.151], [-0.016, -0.070, -0.162], [-0.600, -0.391, -0.565], [-0.486, -0.471, 0.416], [0.071, 1.660, -0.181], [0.015, -0.122, -0.277], [-0.085, -0.323, 0.288], [0.697, -0.634, 1.098], [1.412, 1.505, -0.369], [1.140, -0.829, 0.691], [-0.188, -0.482, 0.527], [-1.081, -1.089, -3.406], [-2.859, -0.014, 4.394], [1.089, -0.434, -0.240], [0.662, 1.052, -0.679], [0.186, -0.269, -0.418], [0.066, 0.155, 0.044], [0.049, 0.026, -0.016], [-0.100, -0.012, -0.173], [2.093, 0.364, 0.380], [-0.338, -0.055, -0.240], [-0.526, -0.046, 0.137], [-0.575, 0.144, -0.324], [-0.422, 0.685, -0.406], [0.083, 0.154, -0.392], [-0.230, 0.413, -0.224], [-3.182, -2.419, 1.112], [4.165, -0.490, 0.439], [-0.735, 0.924, -0.937], [-0.079, 0.503, 0.639], [0.083, -0.825, 0.316], [-0.179, 0.198, -0.268], [-0.036, -0.074, -0.251], [-0.218, 0.304, 0.001], [0.030, -1.708, -0.015], [0.160, 0.569, -0.292], [-0.070, 0.159, -0.208], [0.184, 0.338, 0.271], [-0.655, -0.113, 1.222], [-0.698, -0.017, 0.120], [-0.305, 0.050, -0.375], [1.783, 2.289, -0.100], [0.617, -2.176, -1.251], [-0.384, -0.158, 0.814], [-1.153, -0.083, -0.107], [0.789, 1.261, -0.755], [-0.090, -0.276, 0.295], [-0.242, 0.142, -0.043], [0.159, -0.172, 0.320], [-1.322, 0.876, -0.854], [0.203, -0.213, 0.187], [0.160, -0.349, 0.109], [0.282, 0.157, 0.155], [1.149, 0.762, 0.877], [0.954, 0.172, -0.335], [0.338, -0.270, -0.521], [-0.773, -2.606, 1.981], [-2.983, 0.855, -1.703], [0.208, 0.866, 0.704], [1.383, 0.185, -0.711], [1.184, -0.378, 0.247], [-0.526, -0.243, -0.099], [-0.265, 0.103, -0.246], [0.034, -0.100, 0.031], [0.105, 0.201, -1.731], [-0.212, -0.096, -0.012], [0.118, 0.325, 0.456], [-0.222, 0.004, 0.715], [-0.110, 1.486, 0.185], [0.106, -0.317, 0.877], [0.873, -0.365, -0.172], [-0.265, -2.769, -0.606], [-1.183, 1.283, 0.107], [0.448, 0.426, 0.471], [0.086, 0.493, -0.239], [-0.203, -1.788, -0.339], [-0.282, 0.509, 0.060], [0.342, -0.027, -0.133], [0.025, 0.167, 0.518]],
  "homo_ev": -3.4,
  "total_charge": -3,
  "lumo_energy_ev": 3.656,
  "total_energy_ha": -12193.94077,
  "e_above_lowest_ev": 0.3719
}